(1)
# C9H18N2O

An isolated molecule of C9H18N2O (ωB97M-V/def2-TZVPD, the OMol25 dataset).

Calculated values
- LUMO energy (alpha / beta) (eV) = 0.8093 / -1.2400
- frontier orbital gap (alpha / beta) (eV) = 6.53 / 8.97
- E_HOMO (alpha / beta) (eV) = -5.7 / -10.2
- multiplicity = 3

```
30
Properties=species:S:1:pos:R:3:forces:R:3
C -0.07468 0.61473 0.68274 -1.7 -0.4 1.1
C 1.32828 -0.10118 0.74975 0.5 -1.0 0.7
C -0.90530 -0.40418 -0.20595 -2.1 0.5 -1.2
C 1.70362 -0.39265 2.19881 -0.3 3.6 0.4
C -1.06230 0.10048 -1.69973 1.9 2.4 1.7
C 2.36133 -0.04971 -1.57184 1.5 -0.2 0.3
C -3.44062 0.23997 0.17776 1.4 0.6 2.0
C 2.51980 0.29587 -0.09849 0.2 1.6 0.5
C -2.37791 -0.81427 0.32023 2.9 -1.0 0.0
N 1.05026 -1.41117 0.18391 2.9 -0.8 1.8
N -0.02299 -1.61185 -0.29385 -4.6 -0.2 -1.3
O -0.16613 1.96925 0.26970 -0.2 -1.0 1.2
H -0.59755 0.67890 1.72493 1.2 -0.5 -1.7
H 0.76312 -0.39412 2.75651 0.4 -0.6 0.3
H 2.26559 0.52537 2.57005 -0.4 -1.2 -0.1
H 2.27437 -1.27352 2.28199 0.6 -0.9 0.2
H -1.28132 -0.79482 -2.22258 -0.1 -0.5 -1.1
H -0.02656 0.60326 -1.96713 -2.4 -1.3 -0.1
H -1.81944 0.91306 -1.82506 0.5 -0.9 0.1
H 1.40741 -0.37017 -1.86287 -1.2 -0.4 -0.1
H 2.98812 -0.89699 -1.78265 0.4 -0.4 -0.3
H 2.64911 0.73072 -2.24395 0.3 0.7 -0.3
H -3.30890 1.13121 0.81564 1.1 0.1 -0.5
H -4.24784 -0.09030 0.73918 -2.3 -1.2 0.1
H -3.63485 0.56254 -0.79607 -0.6 0.2 -1.4
H 2.69842 1.36420 0.03412 0.2 0.2 0.0
H 3.38252 -0.20434 0.37721 -0.3 0.1 -0.5
H -2.54281 -1.80066 -0.18450 -0.5 1.0 -0.1
H -2.25078 -1.16730 1.36324 -0.1 0.6 -0.2
H 0.36803 2.04768 -0.49111 0.9 0.5 -1.6
```
Positions in Å, forces in eV/Å.


(2)
# C9H18N2O2

An isolated molecule of C9H18N2O2 (ωB97M-V/def2-TZVPD, the OMol25 dataset).

Calculated values
- LUMO energy (eV) = 0.8701
- frontier orbital gap (eV) = 9.54
- E_HOMO (eV) = -8.7
- SMILES string = CC1N(O)[C@@H]2CCCCC[C@H]2N1O

```
31
Properties=species:S:1:pos:R:3:forces:R:3
C -0.59365 3.26567 0.38257 1.2 -0.6 0.4
C -0.56336 1.80750 0.05615 -3.8 0.5 -1.0
N 0.28270 1.39867 -0.98450 2.8 0.7 -0.2
O 1.57453 2.18592 -0.62134 -0.7 -0.6 -2.2
C 0.51515 -0.10281 -0.76666 -0.7 2.3 1.3
C 0.17931 -0.96015 -1.96774 -0.7 1.8 -0.8
C -0.22042 -2.37341 -1.66345 1.8 -1.3 -1.5
C 0.72173 -3.04916 -0.65561 -3.7 -3.3 0.6
C 0.19592 -2.84648 0.79429 0.2 1.1 0.1
C 0.21446 -1.40844 1.39428 -2.3 -0.3 0.8
C -0.37345 -0.35133 0.52054 0.1 -1.7 -0.6
N -0.42161 0.94316 1.17845 1.7 0.0 0.6
O -1.44205 1.16438 2.14519 0.4 0.8 1.5
H -1.37364 3.35236 1.07980 -1.1 0.5 1.0
H 0.36494 3.53402 0.87015 -0.6 0.3 -0.6
H -0.87972 3.82071 -0.48785 0.3 0.6 -0.5
H -1.57040 1.51386 -0.39198 0.3 0.6 0.4
H 1.57359 2.86284 -1.35967 0.0 -1.3 1.2
H 1.60661 -0.09213 -0.61565 -0.5 -0.6 0.7
H -0.74561 -0.51182 -2.52054 2.1 -0.3 0.5
H 1.17813 -0.96012 -2.52902 -1.8 0.0 -0.1
H -0.04649 -2.81176 -2.67559 -0.3 -0.4 0.7
H -1.25875 -2.58370 -1.45677 -0.3 0.4 0.4
H 1.70960 -2.79776 -0.82710 2.1 0.7 -0.1
H 0.63039 -4.23395 -0.83173 0.4 2.5 0.3
H -0.78509 -3.34554 0.91018 0.4 0.5 -0.2
H 0.84615 -3.26713 1.51287 0.8 -1.5 0.5
H 1.17370 -1.13169 1.77814 0.8 0.2 0.0
H -0.51472 -1.33803 2.26188 1.1 -0.7 -0.4
H -1.37804 -0.84283 0.23209 0.8 1.5 0.0
H -1.07222 1.74905 2.93618 -0.5 -2.0 -2.8
```
Positions in Å, forces in eV/Å.


(3)
# C9H18N3O3

A 2-piece molecular cluster, C9H18N3O3 overall (ωB97M-V/def2-TZVPD, the OMol25 dataset).

Calculated values
- total charge = -1
- LUMO energy (alpha / beta) (eV) = 3.4078 / 3.4078
- frontier orbital gap (alpha / beta) (eV) = 6.03 / 6.03
- E_HOMO (alpha / beta) (eV) = -2.6 / -2.6

```
33
Properties=species:S:1:pos:R:3:forces:R:3
C 2.33113 -0.66893 0.90325 -0.2 -3.9 -0.2
C 3.17865 1.51769 0.08777 0.9 -3.6 0.2
C 2.74882 -1.37912 -0.33134 -3.3 0.5 -2.9
C 3.08803 0.75636 -1.24555 -1.2 1.4 -1.4
C 2.50464 0.59315 1.12130 0.2 2.3 -0.1
C -1.35088 -1.52972 0.64211 -0.6 0.6 -0.2
C -3.47052 -0.29956 1.44660 0.6 0.3 1.9
C -3.28250 -0.70944 -0.97613 -0.4 -0.7 -0.4
C -2.48382 -0.44340 0.32729 2.4 -0.5 -2.2
N -0.22585 2.14527 -0.32645 0.6 1.3 1.0
N -1.81346 0.80195 0.10445 -1.0 1.8 1.4
N -0.76156 0.99011 -0.64692 -1.6 0.9 2.3
O -0.28324 0.26633 -1.49361 0.8 -1.4 -1.8
O 3.50076 -0.61672 -1.25008 0.3 0.2 0.8
O 0.71670 2.79019 -0.99933 -0.5 -0.2 -0.1
H 1.82940 -1.43956 1.54724 0.2 1.4 0.0
H -0.75824 2.55132 0.48538 0.7 -0.5 -1.4
H 4.22908 1.66123 0.32288 0.2 0.4 0.4
H 2.62848 2.39180 -0.03570 -0.8 1.7 -0.1
H 3.06327 -2.38833 -0.25394 1.6 -0.7 0.6
H 1.73376 -1.69728 -0.92384 1.4 1.1 1.3
H 2.01375 0.94711 -1.55313 0.9 -1.0 0.2
H 3.65217 1.26057 -2.06314 0.1 -0.4 0.7
H 2.01922 1.00306 1.98510 0.1 0.4 0.5
H -0.39432 -1.21647 0.22717 -0.1 0.3 0.2
H -1.21354 -1.81430 1.70252 -0.4 0.4 -0.4
H -1.57611 -2.38768 0.06777 -0.3 -1.4 -0.4
H -3.63376 0.78406 1.55110 -0.4 -0.4 0.0
H -3.04311 -0.67726 2.43646 -0.6 0.5 -1.2
H -4.39084 -0.83587 1.22985 -0.1 0.0 0.1
H -3.50425 -1.76218 -1.00559 -0.7 -0.6 -0.1
H -4.18716 -0.11237 -1.14178 -0.3 -0.1 1.2
H -2.86472 -0.48198 -1.94171 1.5 0.0 0.0
```
Positions in Å, forces in eV/Å.